C12H30Br2CuN2O4 | ωB97M-V with the def2-TZVPD basis set

```
51
Properties=species:S:1:pos:R:3:forces:R:3
Cu 7.4907 8.6018 9.1752 -0.7 0.8 0.1
Br 8.9548 6.8417 9.6571 1.0 -0.1 0.1
Br 5.6358 10.1846 8.6271 -0.1 0.0 0.0
C 5.7893 6.1919 9.3295 0.8 0.2 1.1
O 6.0694 7.4482 9.9781 -0.4 -0.4 -0.7
C 5.1419 7.8195 10.9971 0.2 0.8 0.9
C 5.5884 7.0660 12.2824 -0.8 0.7 0.4
N 6.9277 7.5215 12.6486 -0.7 -0.5 0.0
C 7.2847 7.1486 14.0163 0.1 0.1 -0.5
C 7.6158 5.7029 14.3525 -0.2 0.1 -0.1
O 8.9063 5.4480 13.9007 1.4 -0.3 -0.4
C 9.2893 4.1014 13.6147 -0.6 0.6 -0.8
H 6.7290 5.8542 8.9059 -0.1 0.0 -0.2
H 5.0005 6.2478 8.6164 -0.7 0.4 -0.6
H 5.5109 5.5093 10.1110 -0.2 -0.6 0.2
H 4.1135 7.7742 10.6013 0.2 -0.8 0.4
H 5.2701 8.8966 11.1766 0.3 -0.3 -0.1
H 5.5093 5.9812 12.0822 -0.1 0.2 0.4
H 4.9942 7.3537 13.1961 -0.2 -0.5 -1.2
H 7.5678 7.1844 11.9478 0.7 0.0 0.0
H 6.4721 7.5018 14.6698 0.3 0.0 0.0
H 8.2167 7.6457 14.2639 0.0 0.5 0.2
H 6.9332 4.9850 13.8948 -0.4 -0.1 0.3
H 7.6529 5.6790 15.4446 -0.6 -0.5 0.2
H 9.0471 3.9104 12.5537 -0.3 -0.3 0.4
H 8.8259 3.3469 14.2714 0.2 0.3 -0.1
H 10.3701 4.0642 13.6406 0.2 -0.1 0.4
C 6.5770 7.5273 6.1567 -1.9 -0.7 0.7
O 7.7901 7.9156 6.7247 -0.7 0.1 0.1
C 8.1979 9.1495 6.1944 0.9 0.5 0.3
C 9.2414 9.6551 7.1545 0.2 -1.7 0.6
N 8.6485 10.0690 8.4270 1.0 -0.8 -0.1
C 9.6955 10.5128 9.3660 -0.6 -1.0 -1.7
C 9.0162 11.2380 10.4082 -1.3 0.1 3.2
O 8.1927 10.2339 11.1721 0.9 1.5 -1.1
C 7.3207 10.9195 12.0532 -0.3 -0.9 0.4
H 5.7738 8.2290 6.4057 0.1 0.3 0.2
H 6.2272 6.5710 6.6201 0.7 0.5 -0.7
H 6.5648 7.5101 5.0736 0.5 -0.5 -0.4
H 7.4051 9.9018 6.0361 -0.1 -0.5 0.1
H 8.7104 8.9326 5.2750 0.1 0.2 -0.9
H 9.8723 10.4167 6.7338 0.3 0.5 -0.3
H 9.8550 8.7311 7.3953 -0.3 1.2 -0.2
H 7.9588 10.8083 8.3327 0.0 0.1 -0.3
H 10.4210 11.0549 8.8043 0.5 1.2 -0.3
H 10.2634 9.6785 9.7422 -0.2 -0.6 0.4
H 8.3696 12.0991 10.1190 0.3 -0.7 -0.2
H 9.7679 11.6343 11.0809 0.1 0.2 0.5
H 6.5826 10.2295 12.5099 0.7 0.1 -0.5
H 6.7961 11.6832 11.5312 -0.7 0.7 -0.6
H 7.8550 11.3996 12.8546 0.5 0.2 0.5
```
Forces are in eV/Å.

Summary:
Spin multiplicity: 2
F_max (eV/Å): 3.44
LUMO level (alpha / beta) (eV): 0.72 / -0.71
HOMO energy (alpha / beta) (eV): -8.55 / -8.55

The molecule's Löwdin atomic charges, reported in e, are given here: 0.050 0.272 0.212 -0.093 -0.441 -0.203 -0.186 -0.047 -0.196 -0.244 -0.206 -0.089 0.017 0.086 0.081 0.133 0.071 0.103 0.133 0.027 0.116 0.118 0.119 0.122 0.087 0.090 0.079 -0.129 -0.247 -0.239 -0.181 -0.173 -0.202 -0.173 -0.230 -0.125 0.052 0.095 0.090 0.124 0.126 0.120 0.134 0.018 0.120 0.114 0.139 0.127 0.084 0.063 0.082



C20H29N3O3S | ωB97M-V with the def2-TZVPD basis set

```
56
Properties=species:S:1:pos:R:3:forces:R:3
O -4.8033 1.9655 0.1109 0.0 0.2 0.0
C -5.2013 0.8183 0.0811 -0.2 -0.1 0.0
C -6.6504 0.4848 -0.0589 0.0 0.0 0.2
C -7.3506 1.0064 -1.2929 -0.1 0.0 -0.2
C -7.6223 1.6299 0.0308 0.0 0.0 0.0
N -4.3501 -0.2524 0.1480 0.0 0.1 0.0
C -4.7535 -1.6495 -0.0050 -0.4 -0.4 0.0
C -3.4495 -2.4608 -0.0974 0.0 0.0 -0.1
C -2.3895 -1.4392 0.1874 -0.1 0.3 0.1
C -1.0290 -1.6048 0.3177 0.0 0.0 0.0
C -0.2592 -0.4831 0.5784 0.7 -0.2 0.0
S 1.5119 -0.6378 0.7219 -0.1 0.4 -0.3
O 1.9626 0.0216 1.9149 -0.1 0.2 0.0
O 1.8702 -2.0245 0.5442 -0.2 0.0 -0.1
N 2.0242 0.2936 -0.5583 -0.4 -0.2 1.0
C 1.9392 -0.3604 -1.8531 -0.4 -0.2 -0.6
C 3.1737 -0.0681 -2.7040 0.1 -0.2 0.4
C 4.4490 -0.5933 -2.0347 -0.1 0.1 -0.3
N 4.7459 0.1477 -0.8168 0.3 0.0 0.0
C 5.3156 -0.6619 0.2487 -0.1 -0.1 0.3
C 5.3411 0.1304 1.5533 0.3 0.0 -0.1
C 6.1298 1.4233 1.3745 -0.2 0.0 0.0
C 5.5443 2.2088 0.2064 0.3 -0.1 -0.1
C 5.5388 1.3407 -1.0482 -0.1 0.3 0.0
C -0.8204 0.7727 0.7000 -0.1 0.0 0.0
C -2.1892 0.9489 0.5647 0.0 0.2 0.0
C -2.9673 -0.1712 0.3078 0.6 -0.1 0.0
H -6.9683 -0.4733 0.3255 -0.1 0.0 -0.1
H -8.1047 0.3800 -1.7455 0.0 -0.1 0.0
H -6.7521 1.5621 -1.9985 0.1 0.1 0.0
H -7.1957 2.6022 0.2228 0.1 0.0 0.0
H -8.5716 1.4496 0.5106 -0.1 -0.1 0.0
H -5.3424 -1.9610 0.8644 0.0 0.0 -0.1
H -5.3669 -1.7637 -0.9020 0.0 0.0 0.1
H -3.3125 -2.8913 -1.0911 0.0 0.0 0.0
H -3.4263 -3.2763 0.6253 -0.1 0.0 0.0
H -0.5491 -2.5665 0.2314 0.0 -0.2 0.0
H 3.0045 0.5554 -0.3841 0.1 -0.1 0.2
H 1.0346 -0.0037 -2.3605 0.1 -0.1 0.0
H 1.8455 -1.4430 -1.7013 0.0 0.1 -0.2
H 3.2512 1.0087 -2.8595 0.0 0.1 -0.1
H 3.0558 -0.5474 -3.6772 0.0 0.1 0.0
H 4.2907 -1.6420 -1.7723 0.1 0.0 0.0
H 5.2892 -0.5480 -2.7471 0.0 -0.1 0.1
H 4.6854 -1.5448 0.3811 0.1 0.0 -0.1
H 6.3384 -0.9932 -0.0089 -0.1 0.0 0.0
H 5.7898 -0.4846 2.3348 0.0 0.0 0.0
H 4.3145 0.3559 1.8472 0.0 0.0 0.0
H 6.0909 2.0184 2.2879 0.1 0.0 0.0
H 7.1781 1.1902 1.1671 0.1 0.0 0.0
H 6.1237 3.1154 0.0208 -0.1 0.0 0.0
H 4.5179 2.4947 0.4429 -0.1 0.1 0.0
H 5.1013 1.8955 -1.8820 0.1 0.0 0.0
H 6.5781 1.0794 -1.3224 -0.1 0.0 0.0
H -0.1703 1.6068 0.9069 0.0 0.2 0.0
H -2.6415 1.9218 0.6525 0.0 0.0 0.0
```
Forces are in eV/Å.

Summary:
F_max (eV/Å): 1.07
Energy relative to the best compared isomer or geometry (same formula, charge and spin) (kJ/mol): 137.5
SMILES: O=C(C1CC1)N1CCc2cc(S(=O)(=O)NCCCN3CCCCC3)ccc21
LUMO level (eV): 0.62
HOMO energy (eV): -8.35

The molecule's Löwdin atomic charges, reported in e, are given here: 0.081 -0.398 -0.201 -0.090 -0.099 0.029 -0.112 -0.082 -0.147 0.003 -0.279 0.643 -0.296 -0.314 -0.125 -0.247 -0.158 -0.184 -0.222 -0.185 -0.174 -0.203 -0.179 -0.193 -0.043 0.029 -0.132 0.125 0.100 0.109 0.104 0.103 0.126 0.128 0.121 0.121 0.121 0.070 0.116 0.107 0.108 0.114 0.124 0.123 0.114 0.129 0.115 0.089 0.109 0.111 0.110 0.116 0.117 0.128 0.118 0.105



C12H19BaO7P | ωB97M-V with the def2-TZVPD basis set

```
40
Properties=species:S:1:pos:R:3:forces:R:3
Ba -1.0735 0.0626 -1.1371 -1.3 0.3 -1.6
O -2.0496 -3.7479 -1.1956 -0.2 4.8 -1.3
C -2.0481 -2.6157 -1.4506 -0.1 -5.7 1.2
C -1.4124 2.7346 -2.0063 1.5 5.8 0.0
O -1.0973 3.8521 -1.9789 -1.6 -4.9 -0.3
C -3.6542 0.4823 0.0734 -2.3 0.6 2.9
O -4.3563 0.6583 0.9558 1.7 -0.5 -2.5
C 0.0077 -0.3805 -3.7462 1.5 -0.3 -1.2
O 0.8679 -0.5523 -4.4519 -1.1 0.2 0.6
C -3.5700 -0.5792 -3.3700 0.4 1.1 0.1
H -2.9963 -1.3088 -3.9598 -0.3 0.5 0.1
H -4.2713 -1.0132 -2.6438 0.1 0.3 -0.4
C -3.4042 0.7629 -3.5105 0.1 -1.1 0.4
H -3.9624 1.4912 -2.9052 0.0 -0.4 -0.3
H -2.6870 1.1971 -4.2212 -0.4 -0.3 0.1
C 1.3228 -3.3108 1.3503 0.1 -0.5 0.1
C -0.0059 -2.6178 1.5287 -0.3 0.2 0.2
O 0.0722 -1.2090 1.9697 1.6 1.7 -1.0
P 0.9185 -0.3609 0.7172 3.5 -3.5 1.4
O 2.4699 -0.4379 1.1682 -3.2 0.5 -0.2
C 2.9148 0.4473 2.2570 1.3 0.2 0.6
C 2.1347 0.3681 3.5431 0.1 0.0 0.4
O 1.3952 0.8456 -0.8505 -1.6 -0.1 2.1
C 1.6227 2.2093 -0.4863 0.8 -0.1 -1.4
C 0.7204 2.7518 0.6029 0.1 0.3 -0.1
H 1.9334 -2.9313 0.5154 -0.2 0.0 0.3
H 1.0968 -4.3638 1.1342 0.1 0.2 0.0
H 1.9061 -3.2997 2.2726 0.0 0.1 -0.1
H -0.5396 -2.6449 0.5701 -0.2 -0.1 0.2
H -0.6202 -3.0733 2.3211 0.2 0.1 -0.5
H 3.9745 0.1480 2.4209 -0.8 0.4 -0.2
H 2.8501 1.4481 1.8286 0.4 0.0 0.1
H 2.2269 -0.6094 4.0242 -0.2 0.1 -0.2
H 2.5865 1.0946 4.2338 -0.1 -0.1 -0.2
H 1.0721 0.6290 3.4426 0.2 -0.1 0.0
H 2.6826 2.2967 -0.2115 -0.2 0.3 0.0
H 1.4781 2.7550 -1.4387 0.2 0.3 0.6
H 0.9090 2.3152 1.6015 -0.1 0.0 -0.3
H 0.9380 3.8238 0.6747 -0.2 -0.1 0.3
H -0.3525 2.6827 0.3580 0.2 -0.1 0.1
```
Forces are in eV/Å.

Summary:
F_max (eV/Å): 5.95
Charge: +2
Energy relative to the best compared isomer or geometry (same formula, charge and spin) (kJ/mol): 0.0
LUMO level (alpha / beta) (eV): -9.10 / -9.12
HOMO energy (alpha / beta) (eV): -15.83 / -15.77

The molecule's Löwdin atomic charges, reported in e, are given here: 1.582 0.121 -0.050 -0.047 0.128 -0.057 0.133 -0.066 0.150 -0.119 0.064 0.064 -0.120 0.064 0.065 -0.075 -0.290 -0.379 0.965 -0.254 -0.222 -0.073 -0.574 -0.361 -0.093 0.077 0.103 0.099 0.034 0.148 0.153 0.093 0.097 0.108 0.070 0.124 0.115 0.074 0.113 0.039



C3H11NO3 | ωB97M-V with the def2-TZVPD basis set

```
18
Properties=species:S:1:pos:R:3:forces:R:3
C -0.1559 -2.7283 0.1535 -0.5 1.4 1.2
C -0.4475 -1.4561 -0.6556 1.2 -1.8 -1.8
C 0.4183 -0.2793 -0.5580 3.0 1.5 -0.1
N 1.7530 -0.3744 -0.2969 1.2 -3.0 0.7
O 0.1580 0.8651 -0.8426 -2.2 1.5 -0.7
H -0.8576 -2.5311 1.0212 1.4 -1.1 -0.3
H -0.5283 -3.5554 -0.4243 0.0 -0.5 0.1
H 0.9172 -2.8907 0.4228 -1.1 0.1 0.0
H -1.4611 -1.2416 -0.5349 -1.5 1.0 0.3
H -0.3815 -1.7264 -1.7377 0.1 0.3 0.5
H 2.1930 -1.2719 -0.1034 -0.2 0.4 -0.1
H 2.3884 0.3640 -0.5706 -0.6 0.0 0.1
O -2.2311 1.6047 -0.3120 -2.7 0.0 3.4
H -1.3772 1.7181 0.0554 1.2 0.1 -0.1
H -2.1577 1.6360 -1.2155 0.7 0.1 -3.2
O 0.7245 1.9303 2.1780 -3.3 -1.3 2.3
H 1.1045 2.1005 1.3630 1.1 0.5 -2.7
H -0.2120 1.6009 1.9748 2.2 0.8 0.4
```
Forces are in eV/Å.

Summary:
F_max (eV/Å): 4.28
Energy relative to the best compared isomer or geometry (same formula, charge and spin) (kJ/mol): 139.5
SMILES: CCC(N)=O.O.O
LUMO level (eV): 0.58
HOMO energy (eV): -9.98

The molecule's Löwdin atomic charges, reported in e, are given here: -0.077 -0.168 -0.545 0.155 0.013 0.100 0.063 0.077 0.094 0.144 0.092 0.117 -0.020 -0.025 -0.013 -0.051 -0.031 0.074



C28H25N3O6Ti | ωB97M-V with the def2-TZVPD basis set

```
63
Properties=species:S:1:pos:R:3:forces:R:3
Ti 0.5279 0.4961 -0.0974 0.9 0.4 -0.2
C 2.2565 2.1121 0.1312 0.1 0.0 0.1
C 2.8521 0.9124 -0.3253 0.1 0.0 0.1
C 2.4118 0.6855 -1.6535 0.2 0.0 0.0
C 1.5613 1.7554 -2.0229 -0.1 -0.1 0.0
C 1.4639 2.6372 -0.9246 0.1 0.0 0.1
C 0.8218 3.9869 -0.9654 0.0 0.0 0.0
C 1.0397 2.0123 -3.3996 0.0 0.0 0.0
C 2.9462 -0.3426 -2.5992 0.0 -0.1 0.0
C 3.8691 0.1296 0.4421 0.0 -0.1 0.0
C 2.5652 2.7547 1.4450 0.0 0.0 0.1
H 1.5091 4.6986 -1.4300 0.0 0.0 0.0
H 0.5805 4.3631 0.0276 0.0 0.0 0.0
H -0.0929 3.9964 -1.5590 0.0 0.0 0.0
H 1.8023 2.5361 -3.9825 0.0 0.0 0.0
H 0.1467 2.6361 -3.4011 0.0 0.0 0.0
H 0.7993 1.0950 -3.9358 0.0 0.0 0.0
H 3.2975 -1.2345 -2.0823 0.0 0.0 0.0
H 3.7923 0.0701 -3.1541 0.0 0.0 0.0
H 2.2035 -0.6523 -3.3354 0.0 0.0 0.0
H 4.7875 0.7111 0.5539 0.0 0.0 0.0
H 4.1349 -0.7969 -0.0667 0.0 0.0 0.0
H 3.5073 -0.1132 1.4421 0.0 0.0 0.0
H 3.5877 3.1404 1.4422 0.0 0.0 0.0
H 2.4875 2.0359 2.2620 0.0 0.0 0.0
H 1.9041 3.5940 1.6585 0.0 0.0 0.0
O -4.0214 1.7779 -5.2074 0.1 0.0 0.2
C -3.3423 0.7416 -5.1482 -0.1 0.0 -0.4
O -3.2073 -0.2058 -5.9389 0.1 0.0 0.2
C -2.4852 0.6186 -3.8601 0.0 -0.1 0.2
C -2.5821 1.5734 -2.8522 0.0 0.0 0.0
C -1.7600 1.4692 -1.7446 -0.1 0.0 0.0
N -0.8496 0.4944 -1.6727 -0.3 -0.2 0.2
C -0.8385 -0.5142 -2.5480 -0.1 0.0 0.0
C -1.6472 -0.4761 -3.6693 0.0 0.1 0.0
C -0.0119 -1.6687 -2.1045 -0.4 0.1 -0.2
C -0.1554 -2.9321 -2.6572 0.3 0.0 0.0
C 0.5475 -3.9831 -2.0935 0.0 0.0 0.0
C 1.3493 -3.7497 -0.9862 0.0 0.1 0.1
C 1.4226 -2.4658 -0.4780 0.1 0.0 0.0
N 0.7644 -1.4484 -1.0334 -0.4 0.0 -0.1
C -1.8563 2.2832 -0.5029 -0.1 -0.2 -0.3
C -2.9375 3.1078 -0.2404 0.1 0.1 0.0
C -3.0170 3.7321 0.9927 0.0 -0.1 0.0
C -2.0252 3.5002 1.9328 0.0 0.0 0.0
C -0.9803 2.6577 1.6024 0.0 0.0 0.0
N -0.8939 2.0673 0.4103 -0.3 -0.1 -0.2
H -3.3048 2.3667 -2.9914 0.0 0.0 0.0
H -1.6665 -1.2478 -4.4272 0.0 0.0 0.0
H -0.8142 -3.0848 -3.4987 0.0 0.0 0.0
H 0.4527 -4.9792 -2.5039 0.0 0.0 0.0
H 1.8972 -4.5449 -0.5021 0.0 0.0 0.0
H 2.0145 -2.2272 0.3979 0.0 0.0 0.0
H -3.7079 3.2397 -0.9857 0.0 0.0 0.0
H -3.8552 4.3740 1.2246 0.0 0.0 0.0
H -2.0608 3.9421 2.9175 0.0 0.0 0.0
H -0.1875 2.4324 2.3056 0.0 0.0 0.0
O 0.5803 -0.6359 3.7168 -0.1 0.0 -0.1
C 0.2732 -0.4231 2.5821 0.5 0.1 -0.2
O 1.1403 0.0578 1.6555 -0.4 -0.1 0.4
C -1.1284 -0.6134 1.9542 0.0 0.0 0.1
O -2.1107 -0.7676 2.6333 0.0 -0.1 -0.1
O -1.0558 -0.5465 0.6562 0.0 0.1 0.1
```
Forces are in eV/Å.

Summary:
F_max (eV/Å): 0.98
Energy relative to the best compared isomer or geometry (same formula, charge and spin) (kJ/mol): 0.0
LUMO level (eV): -1.33
HOMO energy (eV): -8.17

The molecule's Löwdin atomic charges, reported in e, are given here: 1.112 -0.267 -0.272 -0.247 -0.237 -0.239 -0.005 0.003 -0.008 -0.011 -0.010 0.104 0.076 0.082 0.105 0.083 0.081 0.074 0.103 0.082 0.096 0.076 0.083 0.098 0.086 0.074 -0.021 -0.687 -0.022 -0.053 0.081 -0.165 0.039 -0.169 0.079 -0.172 0.033 -0.020 -0.020 -0.078 0.028 -0.172 0.033 -0.016 -0.013 -0.079 0.037 0.126 0.125 0.125 0.119 0.116 0.129 0.125 0.120 0.118 0.129 0.152 -0.460 -0.168 -0.542 0.124 -0.104



C5H7N | ωB97M-V with the def2-TZVPD basis set

```
13
Properties=species:S:1:pos:R:3:forces:R:3
C -0.1054 1.1330 0.8155 -0.1 0.1 0.0
C -1.1138 0.7635 0.0365 0.0 0.6 0.2
N -0.7326 -0.0978 -1.0054 -0.5 0.4 -0.1
C -0.5799 -1.4104 -0.4393 0.7 -0.2 0.0
C 0.6475 -0.4124 -0.8351 -0.3 -0.7 0.1
C 1.1887 0.4902 0.3339 -0.2 -0.4 0.0
H -0.2245 1.7576 1.6884 0.2 0.0 0.0
H -2.1877 0.8638 0.1172 0.1 0.5 0.3
H -0.4501 -1.5436 0.6305 -0.6 0.6 0.3
H -1.3777 -2.0888 -0.8039 1.7 -0.5 -0.7
H 1.3066 -0.6086 -1.6818 -0.6 0.1 0.0
H 1.6976 -0.1082 1.0989 -0.2 0.1 0.1
H 1.9313 1.2616 0.0444 -0.4 -0.6 -0.4
```
Forces are in eV/Å.

Summary:
F_max (eV/Å): 1.90
Energy relative to the best compared isomer or geometry (same formula, charge and spin) (kJ/mol): 293.0
SMILES: C1=CN2C[C@@H]2C1
LUMO level (eV): 1.20
HOMO energy (eV): -8.43

The molecule's Löwdin atomic charges, reported in e, are given here: -0.092 -0.138 -0.117 -0.083 -0.171 -0.131 0.092 0.117 0.089 0.105 0.120 0.101 0.108